1 | ORCA calculation (ωB97M-V/def2-TZVPD) on a gas-phase ion, C36H42N3O (charge +1).

Its HOMO energy is -10.41 eV. Its SMILES is CN1C(=O)[C@@H](Cc2ccccc2)N(/C=C/[C@@H](c2ccccc2)[C@@H](C=[N+]2CCCC2)c2ccccc2)C12CCCC2. The gap between HOMO and LUMO is 6.60 eV. The total charge is +1.

CARTESIAN COORDINATES (ANGSTROEM)
1 C -2.08 -3.98 1.78
2 N -1.90 -2.95 0.80
3 C -2.51 -3.00 -0.42
4 O -3.18 -3.93 -0.87
5 C -2.22 -1.71 -1.15
6 C -3.46 -0.87 -1.48
7 C -4.25 -0.55 -0.25
8 C -5.09 -1.54 0.29
9 C -5.81 -1.29 1.46
10 C -5.71 -0.05 2.09
11 C -4.91 0.95 1.54
12 C -4.19 0.71 0.36
13 N -1.35 -1.03 -0.21
14 C -0.77 0.15 -0.54
15 C 0.11 0.79 0.28
16 C 1.08 1.75 -0.31
17 C 1.60 2.74 0.76
18 C 1.75 4.09 0.42
19 C 2.28 5.00 1.32
20 C 2.58 4.57 2.62
21 C 2.36 3.25 3.00
22 C 1.92 2.31 2.05
23 C 2.15 1.09 -1.14
24 C 1.57 0.30 -2.27
25 N 1.61 -1.01 -2.38
26 C 1.12 -1.68 -3.59
27 C 1.20 -3.19 -3.30
28 C 1.89 -3.35 -1.93
29 C 2.32 -1.94 -1.47
30 C 3.12 2.18 -1.65
31 C 4.14 2.60 -0.79
32 C 4.77 3.82 -1.02
33 C 4.44 4.56 -2.16
34 C 3.53 4.05 -3.09
35 C 2.87 2.85 -2.84
36 C -1.17 -1.72 1.08
37 C -1.80 -0.95 2.28
38 C -1.01 -1.40 3.51
39 C 0.27 -2.10 3.03
40 C 0.28 -2.02 1.50
41 H -2.58 -4.83 1.29
42 H -1.12 -4.31 2.17
43 H -2.71 -3.64 2.61
44 H -1.66 -1.94 -2.07
45 H -3.14 0.06 -1.98
46 H -4.05 -1.46 -2.18
47 H -5.16 -2.50 -0.22
48 H -6.45 -2.08 1.86
49 H -6.28 0.15 3.00
50 H -4.83 1.93 2.02
51 H -3.56 1.48 -0.08
52 H -1.03 0.52 -1.54
53 H 0.03 0.74 1.37
54 H 0.48 2.39 -0.98
55 H 1.48 4.42 -0.59
56 H 2.44 6.04 1.01
57 H 2.98 5.28 3.35
58 H 2.51 2.92 4.04
59 H 1.79 1.26 2.33
60 H 2.76 0.44 -0.50
61 H 1.04 0.85 -3.06
62 H 0.10 -1.35 -3.84
63 H 1.77 -1.42 -4.45
64 H 0.19 -3.62 -3.29
65 H 1.77 -3.69 -4.09
66 H 1.19 -3.79 -1.21
67 H 2.77 -4.00 -2.00
68 H 3.41 -1.82 -1.57
69 H 2.06 -1.76 -0.41
70 H 4.37 2.01 0.11
71 H 5.48 4.20 -0.27
72 H 4.88 5.54 -2.31
73 H 3.30 4.60 -4.01
74 H 2.14 2.45 -3.56
75 H -1.71 0.13 2.10
76 H -2.87 -1.18 2.34
77 H -0.77 -0.54 4.15
78 H -1.62 -2.08 4.11
79 H 1.16 -1.62 3.46
80 H 0.28 -3.14 3.36
81 H 0.64 -2.94 1.02
82 H 0.92 -1.20 1.17


2 | ORCA calculation (ωB97M-V/def2-TZVPD) on 2 unconnected molecules or ions with the total composition C36H42N3O.

Its HOMO energy is -10.62 eV. The gap between HOMO and LUMO is 4.98 eV. The total charge is +1.

CARTESIAN COORDINATES (ANGSTROEM)
1 C -5.92 3.82 -2.86
2 N -4.47 3.69 -2.78
3 C -3.79 4.96 -2.79
4 C -3.87 2.49 -2.38
5 C -3.44 1.52 -3.31
6 C -3.06 0.24 -2.93
7 C -3.00 -0.14 -1.56
8 C -2.58 -1.44 -1.10
9 C -2.16 -1.62 0.22
10 C -1.36 -2.61 0.80
11 C -1.07 -2.73 2.21
12 C -0.32 -3.82 2.76
13 C -0.15 -3.97 4.13
14 C -0.68 -3.04 5.06
15 N -0.57 -3.23 6.44
16 C 0.56 -2.76 7.21
17 C -1.54 -3.94 7.24
18 C -1.36 -1.92 4.51
19 C -1.55 -1.77 3.15
20 C -3.37 0.88 -0.62
21 C -3.74 2.16 -1.01
22 H -6.39 2.85 -3.04
23 H -6.33 4.27 -1.95
24 H -6.15 4.50 -3.70
25 H -2.71 4.81 -2.93
26 H -4.17 5.57 -3.63
27 H -3.96 5.54 -1.87
28 H -3.48 1.79 -4.37
29 H -2.79 -0.50 -3.68
30 H -2.52 -2.29 -1.79
31 H -2.45 -0.85 0.92
32 H -0.86 -3.31 0.13
33 H 0.12 -4.56 2.08
34 H 0.38 -4.84 4.54
35 H 1.41 -2.51 6.57
36 H 0.29 -1.88 7.81
37 H 0.86 -3.56 7.91
38 H -2.21 -4.55 6.62
39 H -1.01 -4.60 7.94
40 H -2.14 -3.25 7.85
41 H -1.77 -1.18 5.20
42 H -2.08 -0.89 2.79
43 H -3.40 0.66 0.44
44 H -4.00 2.89 -0.25
45 O -1.31 -4.33 -5.93
46 C -1.98 -5.55 -5.62
47 C -1.46 -6.54 -6.66
48 C -0.18 -6.32 -7.14
49 C 0.36 -7.16 -8.12
50 C -0.36 -8.26 -8.58
51 C -1.65 -8.50 -8.08
52 C -2.21 -7.63 -7.14
53 C -1.65 -5.96 -4.16
54 C -1.57 -5.00 -3.16
55 C -1.40 -5.39 -1.82
56 C -1.15 -6.73 -1.51
57 C -1.21 -7.69 -2.52
58 C -1.47 -7.31 -3.85
59 C -3.50 -5.33 -5.60
60 C -4.26 -5.17 -6.95
61 C -5.44 -4.25 -6.59
62 C -5.17 -3.73 -5.17
63 N -3.80 -4.11 -4.92
64 H -1.80 -3.60 -5.51
65 H 0.40 -5.48 -6.76
66 H 1.35 -6.94 -8.50
67 H 0.06 -8.92 -9.33
68 H -2.22 -9.35 -8.43
69 H -3.22 -7.80 -6.77
70 H -1.68 -3.93 -3.40
71 H -1.46 -4.63 -1.05
72 H -0.91 -7.02 -0.49
73 H -1.07 -8.74 -2.30
74 H -1.55 -8.06 -4.63
75 H -3.95 -6.20 -5.06
76 H -3.60 -4.67 -7.68
77 H -4.54 -6.15 -7.35
78 H -5.51 -3.42 -7.30
79 H -6.37 -4.83 -6.62
80 H -5.28 -2.64 -5.12
81 H -5.87 -4.17 -4.43
82 H -3.50 -3.99 -3.96


What should be chosen as the most stable of them? Choose 1.


1 | ORCA calculation (ωB97M-V/def2-TZVPD) on a single ClH2NP2 molecule.

Its HOMO energy is -9.74 eV. Its SMILES is P/N=P\Cl. The gap between HOMO and LUMO is 9.01 eV.

CARTESIAN COORDINATES (ANGSTROEM)
1 P -0.12 0.62 1.35
2 N 0.38 -0.77 0.41
3 P 0.15 -1.45 -0.97
4 Cl -1.23 -0.69 -2.52
5 H -0.40 1.45 0.08
6 H 1.21 0.85 1.66


2 | ORCA calculation (ωB97M-V/def2-TZVPD) on a molecular structure, ClH2NP2.

Its HOMO energy is -9.31 eV. The gap between HOMO and LUMO is 8.50 eV.

CARTESIAN COORDINATES (ANGSTROEM)
1 N -0.56 0.00 2.87
2 P 0.87 -0.32 2.31
3 P 0.37 0.25 0.27
4 Cl -0.78 -0.12 4.53
5 H 1.37 -0.64 -0.36
6 H 1.14 1.34 0.40


What should be chosen as the most stable of them? Choose 1.


1 | ORCA calculation (ωB97M-V/def2-TZVPD) on 2 unconnected molecules or ions with the total composition C9H14S.

Its HOMO energy (alpha / beta) is 0.88 / -3.37 eV. As for the spin multiplicity: 2. The gap between HOMO and LUMO (alpha / beta) is 2.39 / 6.58 eV. The total charge is -1.

CARTESIAN COORDINATES (ANGSTROEM)
1 C 1.40 2.56 -2.56
2 C 1.35 -0.19 -2.85
3 S 1.55 1.05 -1.53
4 H 1.86 3.32 -1.95
5 H 1.92 2.46 -3.50
6 H 0.34 2.76 -2.68
7 H 1.80 0.23 -3.75
8 H 0.29 -0.30 -3.05
9 H 1.72 -1.16 -2.55
10 C 1.29 -0.13 1.91
11 C -2.54 -0.11 1.92
12 C -1.16 0.20 2.19
13 C -2.77 -1.22 1.08
14 C -0.14 -0.56 1.68
15 C -1.74 -1.99 0.56
16 C -0.37 -1.74 0.91
17 H -3.37 0.50 2.25
18 H -0.99 1.14 2.70
19 H -3.79 -1.49 0.84
20 H -2.01 -2.54 -0.34
21 H 1.35 0.80 2.48
22 H 1.82 -0.11 0.97
23 H 0.40 -2.45 0.63
24 H 1.83 -0.92 2.47


2 | ORCA calculation (ωB97M-V/def2-TZVPD) on 2 unconnected molecules or ions with the total composition C9H14S.

Its HOMO energy (alpha / beta) is 1.12 / -5.69 eV. As for the spin multiplicity: 2. The gap between HOMO and LUMO (alpha / beta) is 2.27 / 9.21 eV. The total charge is -1.

CARTESIAN COORDINATES (ANGSTROEM)
1 C -1.88 -2.32 -2.00
2 C -3.04 -1.84 -1.13
3 S -1.40 -1.25 -3.40
4 H -0.97 -2.50 -1.40
5 H -2.13 -3.27 -2.42
6 H -3.35 -2.67 -0.48
7 H -1.65 -0.09 -2.76
8 H -3.90 -1.59 -1.74
9 H -2.81 -0.96 -0.51
10 C 2.46 -1.00 1.79
11 C 0.17 1.93 2.59
12 C 0.83 0.71 2.70
13 C 0.51 2.78 1.55
14 C 1.76 0.31 1.75
15 C 1.31 2.34 0.50
16 C 1.99 1.14 0.64
17 H -0.54 2.26 3.32
18 H 0.59 0.08 3.58
19 H -0.03 3.71 1.51
20 H 1.62 3.06 -0.22
21 H 3.48 -0.89 2.16
22 H 2.60 -1.46 0.80
23 H 2.72 0.83 -0.09
24 H 2.05 -1.81 2.43


What should be chosen as the most stable of them? Choose 2.